(1)
Molecular formula: C14H23Cl15O9
Method: DFT, ωB97M-V/def2-TZVPD

Each line ends with the Mulliken spin population.
Positions of all 61 atoms, in Å:
C (-4.576, -0.227, -0.888)  0.003
O (-3.810, -0.082, 0.316)  -0.002
C (-3.738, -1.066, 1.217)  -0.005
O (-4.105, -2.221, 1.004)  0.000
O (-2.966, -0.608, 2.270)  -0.002
C (-2.651, -1.564, 3.272)  0.006
H (-4.452, -1.110, -1.515)  -0.001
H (-4.471, 0.630, -1.553)  0.001
H (-5.641, -0.159, -0.662)  0.001
H (-3.542, -2.020, 3.705)  -0.001
H (-2.215, -1.168, 4.189)  -0.002
H (-1.979, -2.322, 2.869)  0.004
C (-1.399, 0.252, -1.717)  -0.025
O (-0.161, 0.828, -1.575)  0.027
C (0.361, 0.985, -0.335)  -0.010
O (-0.295, 0.760, 0.667)  0.002
O (1.602, 1.574, -0.426)  0.008
C (2.285, 1.879, 0.790)  0.038
H (-1.534, -0.664, -1.143)  0.007
H (-1.399, -0.043, -2.766)  0.004
H (-2.199, 0.954, -1.479)  0.002
H (2.896, 0.991, 0.951)  0.004
H (1.681, 1.937, 1.695)  0.006
H (2.992, 2.709, 0.818)  -0.017
C (-3.140, -3.547, -3.659)  0.010
O (-1.936, -3.263, -2.959)  -0.006
C (-1.896, -3.533, -1.619)  -0.002
O (-2.856, -3.929, -0.960)  0.001
O (-0.663, -3.243, -1.212)  0.002
C (-0.170, -3.539, 0.058)  0.003
H (-3.486, -4.551, -3.415)  0.000
H (-2.936, -3.607, -4.728)  -0.004
H (-3.857, -2.751, -3.459)  0.000
H (-0.688, -4.355, 0.562)  0.002
H (-0.275, -2.675, 0.713)  0.004
H (0.873, -3.841, -0.036)  0.001
C (4.623, -0.998, -1.524)  -0.150
Cl (5.724, -2.435, -1.801)  0.250
Cl (5.134, -0.203, -0.022)  0.164
Cl (2.947, -1.387, -1.502)  0.195
H (4.807, -0.247, -2.292)  0.090
C (2.405, 0.296, 5.140)  0.016
Cl (3.320, 1.552, 5.932)  0.000
Cl (2.590, -1.241, 6.049)  -0.004
Cl (3.089, 0.084, 3.515)  0.003
H (1.340, 0.524, 5.169)  -0.003
C (1.538, 2.144, -3.893)  0.135
Cl (1.380, 3.539, -5.043)  0.031
Cl (3.186, 1.794, -3.348)  0.120
Cl (0.866, 0.697, -4.607)  0.021
H (0.923, 2.391, -3.028)  -0.001
C (-2.763, 2.997, 0.949)  0.006
Cl (-3.322, 3.729, 2.499)  0.000
Cl (-1.310, 3.777, 0.451)  0.001
Cl (-3.984, 3.097, -0.260)  0.000
H (-2.655, 1.938, 1.184)  0.000
C (6.242, 4.186, 1.497)  0.015
Cl (6.990, 2.818, 0.784)  0.041
Cl (5.021, 3.488, 2.661)  0.005
Cl (5.316, 5.273, 0.417)  0.003
H (6.941, 4.780, 2.086)  0.002

Calculated values
Charge = -1
Highest occupied orbital energy (alpha / beta) = 0.0087 / -0.2607 Eh
Spin multiplicity = 2
<S²> = 0.752
DFT total energy = -221152.7479 eV
Maximum force = 3.3 eV Å⁻¹

(2)
Molecular formula: C25H25ClN4O5
Method: DFT, ωB97M-V/def2-TZVPD

Each line ends with the Löwdin charge.
Positions of all 60 atoms, in Å:
C (4.816, 0.934, -1.990)  -0.093
C (4.384, -0.088, -1.004)  -0.142
C (3.905, 0.175, 0.209)  -0.048
C (3.518, -0.920, 1.116)  -0.436
O (3.924, -2.071, 0.957)  0.022
N (2.713, -0.610, 2.156)  0.018
C (1.945, 0.597, 2.356)  -0.050
C (0.581, 0.056, 2.814)  -0.389
C (-0.322, -0.356, 1.641)  -0.012
C (-1.500, 0.565, 1.867)  -0.220
C (-2.659, 0.633, 1.001)  -0.159
C (-3.721, 1.495, 1.287)  -0.022
C (-4.794, 1.579, 0.422)  -0.058
C (-4.835, 0.827, -0.742)  -0.003
C (-3.782, -0.032, -1.029)  -0.212
N (-3.711, -0.772, -2.221)  0.140
C (-4.091, -0.330, -3.450)  -0.471
O (-4.950, 0.489, -3.670)  0.092
C (-3.272, -0.977, -4.581)  -0.083
O (-1.979, -1.377, -4.175)  -0.051
C (-1.174, -0.458, -3.556)  -0.277
C (-1.439, 0.906, -3.478)  -0.001
C (-0.611, 1.731, -2.739)  -0.081
C (0.488, 1.201, -2.087)  -0.660
Cl (1.481, 2.235, -1.122)  0.731
C (0.792, -0.148, -2.192)  -0.100
C (-0.040, -0.971, -2.924)  0.002
C (-2.708, -0.139, -0.155)  0.038
N (-1.351, 1.298, 2.900)  0.136
O (-0.171, 1.058, 3.520)  -0.037
C (0.998, -1.097, 3.729)  -0.028
C (2.263, -1.654, 3.080)  -0.159
C (3.365, -1.949, 4.124)  -0.493
N (4.375, -2.669, 3.615)  0.186
O (3.296, -1.575, 5.273)  0.064
H (4.224, 0.847, -2.901)  0.078
H (4.707, 1.939, -1.592)  0.069
H (5.858, 0.768, -2.263)  0.080
H (4.463, -1.123, -1.314)  0.118
H (3.822, 1.188, 0.569)  0.099
H (2.375, 1.207, 3.159)  0.150
H (1.865, 1.193, 1.448)  0.085
H (-0.625, -1.403, 1.697)  0.135
H (0.149, -0.179, 0.673)  0.109
H (-3.675, 2.089, 2.185)  0.111
H (-5.612, 2.247, 0.646)  0.108
H (-5.657, 0.913, -1.432)  0.108
H (-2.991, -1.484, -2.218)  0.143
H (-3.765, -1.895, -4.915)  0.143
H (-3.238, -0.277, -5.423)  0.140
H (-2.295, 1.339, -3.971)  0.121
H (-0.831, 2.784, -2.663)  0.113
H (1.663, -0.550, -1.697)  0.097
H (0.167, -2.027, -3.010)  0.124
H (-1.895, -0.807, -0.401)  0.112
H (0.220, -1.848, 3.845)  0.133
H (1.250, -0.700, 4.715)  0.128
H (2.084, -2.571, 2.505)  0.159
H (5.182, -2.850, 4.191)  0.117
H (4.429, -2.811, 2.611)  0.074

Calculated values
SMILES = C/C=C/C(=O)N1C[C@@]2(CC(c3cccc(NC(=O)COc4ccc(Cl)cc4)c3)=NO2)C[C@@H]1C(N)=O
Highest occupied orbital energy = -0.3165 Eh
DFT total energy = -55051.3627 eV
ΔE to the lowest compared entry with this formula, charge and spin = 293.0 kJ/mol
Maximum force = 1.1 eV Å⁻¹

(3)
Molecular formula: C4H9N3O
Method: DFT, ωB97M-V/def2-TZVPD

Each line ends with the Löwdin charge.
Positions of all 17 atoms, in Å:
C (-0.933, -1.408, 0.723)  -0.281
N (-1.014, -0.485, 1.746)  0.014
C (0.810, -1.655, 0.691)  -0.193
C (1.604, -1.850, -0.225)  0.106
H (-1.943, -0.061, 1.806)  0.056
H (0.876, -1.240, 1.754)  0.102
H (-1.364, -1.159, -0.256)  0.088
H (-1.180, -2.442, 0.983)  0.107
H (2.371, -1.980, -0.947)  0.030
N (-0.358, 2.236, 0.573)  0.066
C (0.727, 1.427, -1.361)  -0.348
O (0.855, 2.041, -0.184)  -0.123
N (-0.376, 1.027, -1.832)  0.092
H (-1.115, 2.119, -0.103)  0.058
H (-0.394, 1.433, 1.221)  0.044
H (-0.278, 0.623, -2.757)  0.049
H (1.712, 1.376, -1.832)  0.132

Calculated values
Highest occupied orbital energy (alpha / beta) = -0.2865 / -0.3498 Eh
DFT total energy = -10803.8678 eV
ΔE to the lowest compared entry with this formula, charge and spin = 829.2 kJ/mol
Maximum force = 4.5 eV Å⁻¹

(4)
Molecular formula: C6H9N4O2S2
Method: DFT, ωB97M-V/def2-TZVPD

Each line ends with the Löwdin charge.
Positions of all 23 atoms, in Å:
C (0.060, -0.238, -2.899)  -0.151
S (0.631, -0.963, -1.381)  0.632
O (-0.453, -1.752, -0.859)  -0.324
O (1.933, -1.529, -1.684)  -0.348
C (0.867, 0.560, -0.400)  -0.431
C (-0.670, 1.108, 0.126)  -0.092
N (-0.916, 2.427, -0.351)  -0.177
N (-0.330, 3.552, 0.077)  -0.005
N (-0.816, 4.468, -0.678)  -0.110
N (-1.812, 4.043, -1.453)  -0.030
C (-1.886, 2.734, -1.265)  -0.886
S (-3.034, 1.580, -1.890)  0.363
C (1.978, 1.471, -0.585)  -0.132
C (1.979, 0.564, 0.644)  -0.090
H (0.505, 0.793, -2.864)  0.085
H (0.415, -1.046, -3.698)  0.114
H (-1.000, -0.204, -2.909)  -0.010
H (-1.425, 0.362, -0.216)  0.058
H (-0.629, 0.988, 1.238)  0.123
H (2.085, 2.587, -0.581)  0.126
H (2.572, 1.069, -1.320)  0.066
H (2.730, -0.292, 0.658)  0.118
H (1.683, 0.888, 1.649)  0.099

Calculated values
SMILES = CS(=O)(=O)C1(Cn2nnnc2[S-])CC1
Charge = -1
Highest occupied orbital energy = -0.1444 Eh
DFT total energy = -38092.4857 eV
ΔE to the lowest compared entry with this formula, charge and spin = 171.7 kJ/mol
Maximum force = 4.7 eV Å⁻¹